No. 1
Molecular formula: C59H118Br2O27
Method: DFT, ωB97M-V/def2-TZVPD

CARTESIAN COORDINATES (ANGSTROEM)
C  1.8707  -16.5293  16.0845
C  2.6936  -17.6766  16.5441
O  3.8952  -17.7549  16.4273
C  1.8931  -18.7159  17.2379
H  2.4848  -15.6312  16.0173
H  0.9794  -16.5014  16.7112
H  1.6119  -16.7421  15.0472
H  2.4617  -19.6429  17.3119
H  0.9820  -18.8880  16.6650
H  1.5907  -18.3115  18.2039
C  -2.3356  -17.6292  5.3570
C  -2.8043  -18.0241  3.9442
O  -3.5578  -17.1784  3.3968
C  -2.3934  -19.3986  3.3647
H  -1.2579  -17.7451  5.4720
H  -2.8903  -17.9625  6.2341
H  -2.4783  -16.5532  5.4563
H  -1.3243  -19.2578  3.2055
H  -2.7830  -19.4538  2.3483
H  -2.6214  -20.2647  3.9860
C  0.1747  -14.2822  7.6585
C  1.5241  -14.1756  8.4014
O  1.5382  -13.7823  9.5733
C  2.8124  -14.3107  7.6325
H  0.2581  -15.0739  6.9139
H  -0.2746  -13.3502  7.3157
H  -0.5473  -14.5483  8.4305
H  3.6955  -13.8902  8.1137
H  2.5050  -13.6043  6.8614
H  3.0477  -15.2892  7.2139
O  -6.8265  -10.9995  10.7792
C  -6.9908  -11.5556  11.7830
O  -6.4227  -12.7396  12.1656
C  -5.4291  -13.3958  11.3780
C  -6.2402  -14.2204  10.3328
C  -7.8368  -11.0637  12.9179
H  -4.7298  -13.9180  12.0310
H  -4.7992  -12.7025  10.8206
H  -5.4481  -14.5142  9.6442
H  -6.9297  -13.5377  9.8362
H  -6.7484  -15.0630  10.8018
H  -7.2723  -10.3268  13.4892
H  -7.9942  -11.8568  13.6488
H  -8.7762  -10.6579  12.5423
O  -3.3004  -20.2656  12.3487
C  -4.4608  -20.2380  11.9599
O  -4.8935  -20.4825  10.6931
C  -4.0453  -20.6534  9.5795
C  -4.2817  -22.1501  9.1201
C  -5.5956  -19.7650  12.9423
H  -3.0087  -20.3914  9.7914
H  -4.4386  -19.9572  8.8388
H  -4.9293  -22.2619  8.2505
H  -4.5210  -22.7912  9.9685
H  -3.3106  -22.4093  8.6982
H  -5.6501  -18.6789  12.8679
H  -5.2806  -20.1961  13.8926
H  -6.6126  -20.0758  12.7030
O  -2.4576  -24.2186  14.5352
C  -2.3069  -23.0108  14.7395
O  -1.1932  -22.3409  15.0766
C  0.0152  -23.1149  15.1299
C  1.0395  -22.5946  14.0842
C  -3.4786  -22.1607  15.1098
H  -0.1514  -24.1896  15.0564
H  0.4369  -22.9404  16.1198
H  1.9078  -23.2476  13.9962
H  1.4696  -21.6496  14.4160
H  0.6161  -22.6118  13.0800
H  -3.6256  -22.2385  16.1870
H  -4.3330  -22.4858  14.5162
H  -3.4155  -21.0877  14.9287
O  -3.9847  -16.9801  16.2670
C  -3.2977  -16.3692  15.4612
O  -3.5048  -15.0623  15.0115
C  -4.7263  -14.4084  15.2030
C  -4.4708  -12.9213  15.3395
C  -2.0223  -17.0267  15.0072
H  -5.3178  -14.7140  16.0661
H  -5.2293  -14.6888  14.2775
H  -5.4067  -12.3870  15.5029
H  -3.9633  -12.5547  14.4472
H  -3.8416  -12.7353  16.2099
H  -1.3189  -16.7266  15.7838
H  -1.5994  -17.0254  14.0026
H  -2.1542  -18.0840  15.2372
O  7.0278  -16.1940  11.8518
C  7.3003  -17.0859  11.0694
O  6.3945  -17.8051  10.4412
C  5.0695  -17.5674  10.7614
C  4.3844  -16.2623  10.2630
C  8.7175  -17.4994  10.6944
H  4.9693  -17.7415  11.8328
H  4.6361  -18.4924  10.3810
H  4.4230  -16.2459  9.1738
H  4.7937  -15.3418  10.6793
H  3.4028  -16.2117  10.7339
H  9.0707  -16.8230  9.9160
H  8.8002  -18.5316  10.3539
H  9.3926  -17.2636  11.5170
O  3.1549  -12.2078  15.9104
C  2.5600  -11.9138  14.9045
O  1.3279  -12.3440  14.5353
C  0.6123  -13.3529  15.2877
C  0.2236  -12.9481  16.7457
C  3.0331  -10.7613  14.0738
H  1.2944  -14.2016  15.3385
H  -0.2777  -13.7230  14.7787
H  1.1233  -12.6057  17.2571
H  -0.2036  -13.7770  17.3100
H  -0.4632  -12.1044  16.6776
H  2.7874  -11.1954  13.1046
H  4.0786  -10.6491  14.3608
H  2.5565  -9.7834  14.1431
O  0.9753  -17.6156  7.5859
C  1.8693  -18.4158  7.5294
O  2.0523  -19.3697  8.4794
C  1.2533  -19.4498  9.6133
C  2.1163  -20.4118  10.4801
C  2.6164  -18.5301  6.2148
H  0.2720  -19.9145  9.5167
H  1.0901  -18.5920  10.2657
H  1.6389  -20.8477  11.3578
H  2.9518  -19.8488  10.8961
H  2.5037  -21.2585  9.9134
H  3.4621  -17.8435  6.2559
H  2.0502  -18.3372  5.3036
H  2.9921  -19.5533  6.2210
O  6.3556  -11.4915  11.9420
C  5.2114  -11.8111  11.7066
O  4.5974  -12.7696  12.3314
C  5.3085  -13.6326  13.2528
C  4.3718  -14.8204  13.6800
C  4.3716  -11.3456  10.5810
H  5.6995  -13.1486  14.1477
H  6.0733  -14.1081  12.6387
H  4.2450  -15.5756  12.9044
H  3.3364  -14.5404  13.8739
H  4.8631  -15.3836  14.4734
H  3.4688  -10.8884  10.9861
H  4.1154  -12.1945  9.9471
H  4.9750  -10.5821  10.0901
O  -2.2176  -13.1558  11.6742
C  -1.5344  -12.2517  11.2656
O  -1.9119  -11.2287  10.4005
C  -3.2208  -11.0210  9.7762
C  -3.2618  -9.8521  8.8385
C  -0.1322  -12.1284  11.9299
H  -3.9429  -10.7689  10.5528
H  -3.4205  -11.9727  9.2838
H  -4.2582  -9.6797  8.4317
H  -2.5530  -9.9994  8.0237
H  -2.9037  -8.9464  9.3279
H  -0.2281  -11.4493  12.7771
H  0.5942  -11.6483  11.2742
H  0.3527  -13.0526  12.2442
O  -3.3970  -11.3408  3.9735
C  -2.3558  -11.7237  4.5079
O  -2.2414  -12.5493  5.5429
C  -3.3605  -12.7399  6.3974
C  -3.5090  -14.2086  6.5334
C  -1.0404  -11.1931  3.9903
H  -4.2650  -12.2786  6.0010
H  -3.3089  -12.3401  7.4101
H  -4.4067  -14.5244  7.0648
H  -2.6497  -14.4914  7.1415
H  -3.5382  -14.7094  5.5657
H  -0.4856  -10.9790  4.9038
H  -1.0742  -10.3045  3.3599
H  -0.5947  -12.0135  3.4278
O  -5.3879  -18.3478  6.7438
C  -6.4430  -17.7750  6.3564
O  -7.4420  -17.2866  7.0402
C  -7.3145  -17.3031  8.4506
C  -7.5547  -18.7301  9.0266
C  -6.8936  -17.7449  4.8597
H  -8.1084  -16.6123  8.7344
H  -6.4075  -16.8455  8.8455
H  -8.5630  -18.8853  8.6427
H  -7.4776  -18.7478  10.1137
H  -6.7841  -19.3781  8.6090
H  -6.1146  -18.1675  4.2251
H  -7.1453  -16.7148  4.6075
H  -7.7779  -18.3821  4.8512
O  0.0350  -7.5432  6.1183
C  -0.6741  -7.4982  7.1419
O  -0.5242  -8.1982  8.3138
C  0.5732  -8.9572  8.5266
C  0.4770  -10.3997  8.0443
C  -1.8364  -6.5383  7.0843
H  0.6333  -9.0670  9.6094
H  1.4842  -8.4701  8.1786
H  0.4844  -10.5473  6.9644
H  -0.4234  -10.7961  8.5139
H  1.2465  -11.0087  8.5187
H  -2.6094  -7.1074  7.6008
H  -2.0859  -6.0329  6.1514
H  -1.5178  -5.7113  7.7189
Br  0.4270  -16.6204  12.1317
C  -0.9915  -16.3022  10.6955
C  -2.3332  -16.7209  11.2162
Br  -3.6069  -16.7031  9.6951
H  -0.7643  -16.8068  9.7564
H  -0.8365  -15.2298  10.5774
H  -2.5854  -16.1437  12.1058
H  -2.2389  -17.7289  11.6199

## Properties
LUMO level: 0.25 eV
Maximum force: 4.5 eV/Å
DFT total energy: -258461.8800 eV
Total charge: 0
Frontier orbital gap: 0.36454 hartree
Energy above the lowest of the compared OMol25 structures with the same formula, charge and spin: 0.0 kJ/mol

Here are the Mulliken charges for atoms 1 to 5, given in e: C -0.32; C 0.53; O -0.59; C -1.21; H 0.17

No. 2
Molecular formula: C59H126F9N7O9S3
Method: DFT, ωB97M-V/def2-TZVPD

CARTESIAN COORDINATES (ANGSTROEM)
C  -0.8414  8.5779  25.8711
C  -2.0858  9.0465  25.1793
C  -3.1374  9.5997  26.1020
N  -4.4901  9.8636  25.5266
C  -4.4412  10.7024  24.2545
C  -5.2429  8.5674  25.1971
C  -6.6933  8.7789  25.5337
C  -6.5794  9.6028  26.8453
C  -5.4198  10.5164  26.5671
H  -0.1101  8.0911  25.2225
H  -0.9598  7.7700  26.6025
H  -0.2858  9.2909  26.4827
H  -2.4831  8.2735  24.5162
H  -1.8326  9.9034  24.5449
H  -2.8441  10.5396  26.5731
H  -3.3487  8.9237  26.9366
H  -5.4571  10.9101  23.9335
H  -3.9649  10.0578  23.5184
H  -3.8094  11.5744  24.3998
H  -4.9676  8.1948  24.2100
H  -4.8760  7.7439  25.8193
H  -7.0827  9.2815  24.6402
H  -7.3425  7.9238  25.7141
H  -7.5248  10.0925  27.0767
H  -6.3296  8.9591  27.6884
H  -5.6798  11.4851  26.1440
H  -4.8376  10.6359  27.4813
C  -8.9718  12.6837  25.5543
C  -9.8485  12.3500  26.7440
C  -11.2641  13.0001  26.6454
N  -12.1217  12.5937  27.8045
C  -12.4325  11.1291  27.9829
C  -13.4821  13.2967  27.7590
C  -13.8037  13.8791  29.1677
C  -12.7398  13.2757  30.0471
C  -11.5410  13.1414  29.1594
H  -8.5595  13.6946  25.5870
H  -9.4029  12.5596  24.5597
H  -8.1092  12.0131  25.5579
H  -9.3644  12.4916  27.7097
H  -9.9232  11.2579  26.7195
H  -11.7985  12.5859  25.7911
H  -11.1859  14.0836  26.6165
H  -12.8797  10.9031  28.9410
H  -11.5060  10.5887  27.8067
H  -13.0618  10.8467  27.1394
H  -14.2866  12.5825  27.6031
H  -13.5582  14.0765  27.0052
H  -14.8022  13.5790  29.4736
H  -13.7041  14.9629  29.1753
H  -12.9990  12.3161  30.4923
H  -12.4196  13.9442  30.8495
H  -10.8506  12.3757  29.5134
H  -11.0318  14.0777  28.9396
C  -6.3875  4.2883  26.5891
C  -5.0327  3.8024  27.1666
C  -4.1078  3.4391  26.0141
N  -2.8312  2.7152  26.4547
C  -3.1067  1.5271  27.3355
C  -1.8623  3.6697  27.1267
C  -1.1960  4.3827  25.9602
C  -1.0150  3.3216  24.9009
C  -2.0234  2.1989  25.2393
H  -6.7842  3.7764  25.7123
H  -6.2143  5.3083  26.2294
H  -7.0761  4.3346  27.4295
H  -5.2123  2.8764  27.7104
H  -4.6936  4.6225  27.7960
H  -3.8240  4.3345  25.4589
H  -4.4658  2.7262  25.2709
H  -2.2433  0.8714  27.3949
H  -3.8959  0.9399  26.8644
H  -3.4434  1.8836  28.3042
H  -1.1179  2.9861  27.5361
H  -2.3482  4.3465  27.8200
H  -0.3203  4.9556  26.2629
H  -1.8701  5.1882  25.6495
H  0.0263  3.0190  24.8080
H  -1.2913  3.7108  23.9212
H  -1.5691  1.2274  25.4012
H  -2.7017  2.1697  24.3897
C  -11.1300  9.2944  32.6205
C  -9.6129  9.5510  32.5492
C  -9.3193  10.9627  32.0668
N  -7.8370  11.4115  32.0608
C  -7.4495  11.7407  33.4958
C  -6.9301  10.3049  31.5252
C  -6.0606  11.0248  30.4568
C  -6.9730  12.1662  29.9527
C  -7.6527  12.6474  31.2294
H  -11.5099  10.2062  33.0922
H  -11.4209  8.4126  33.1807
H  -11.5239  9.3305  31.6009
H  -9.0895  8.7196  32.0829
H  -9.2344  9.4771  33.5757
H  -9.9198  11.7542  32.5153
H  -9.5300  11.0591  30.9971
H  -7.4896  10.8092  34.0559
H  -8.1274  12.4875  33.8995
H  -6.4211  12.0915  33.5556
H  -6.4416  9.7961  32.3487
H  -7.4973  9.6173  30.9015
H  -5.1246  11.5122  30.7244
H  -5.8354  10.3505  29.6370
H  -6.3410  12.9041  29.4613
H  -7.7386  11.8362  29.2470
H  -7.0462  13.3873  31.7514
H  -8.5908  13.1855  31.0858
C  -10.1849  8.0357  23.7682
C  -11.2840  8.4494  22.7702
C  -11.7403  7.2202  21.9551
N  -12.5456  7.5622  20.7322
C  -13.7276  8.4794  20.9882
C  -13.0347  6.2310  20.1252
C  -13.3508  6.5417  18.6461
C  -12.4713  7.7753  18.2957
C  -11.7096  8.0750  19.5845
H  -9.2220  8.2446  23.3082
H  -10.2492  6.9785  24.0293
H  -10.3589  8.5979  24.6833
H  -10.8466  9.1777  22.0849
H  -12.1887  8.8441  23.2321
H  -12.3759  6.6484  22.6293
H  -10.8365  6.7206  21.6105
H  -14.3185  8.5814  20.0854
H  -13.2429  9.4259  21.2199
H  -14.1844  8.0533  21.8771
H  -13.8727  5.7903  20.6554
H  -12.1213  5.6378  20.1232
H  -14.4334  6.6672  18.6510
H  -13.1406  5.6808  18.0153
H  -13.1531  8.6055  18.1096
H  -11.8401  7.6478  17.4229
H  -11.4615  9.1129  19.8027
H  -10.7411  7.5722  19.5449
C  -14.0492  3.0993  33.2472
C  -14.1608  4.0584  32.0906
C  -14.5000  5.5085  32.4477
N  -14.7237  6.3528  31.1966
C  -14.8296  7.7989  31.6639
C  -13.5317  6.3188  30.2347
C  -14.1332  6.7286  28.9085
C  -15.6380  6.3753  28.8850
C  -15.8618  5.8240  30.3038
H  -13.1871  3.3112  33.8877
H  -13.7334  2.1080  32.9222
H  -14.9183  3.0655  33.9033
H  -14.8666  3.5873  31.4006
H  -13.2308  4.1103  31.5265
H  -13.6422  5.9320  32.9727
H  -15.3213  5.6974  33.1402
H  -14.6082  8.5335  30.8937
H  -14.0925  7.9510  32.4499
H  -15.8079  7.9479  32.1163
H  -12.7156  6.9561  30.5646
H  -13.1765  5.2910  30.2134
H  -14.0948  7.7873  28.6613
H  -13.6655  6.1742  28.0958
H  -16.1530  7.2842  28.5827
H  -15.8125  5.6451  28.0978
H  -16.7464  6.2218  30.7994
H  -15.8646  4.7405  30.2957
C  -10.1817  4.5819  25.8130
C  -10.9798  3.4676  25.1483
C  -11.7090  3.8783  23.8990
N  -12.3906  2.7536  23.1343
C  -13.3558  2.0249  24.0342
C  -11.3139  1.8410  22.5232
C  -11.9835  1.1088  21.3653
C  -13.0754  2.0210  20.8574
C  -12.9413  3.2681  21.8016
H  -10.6914  5.5282  26.0124
H  -9.3266  4.7753  25.1609
H  -9.8958  4.2733  26.8180
H  -11.7814  3.2306  25.8529
H  -10.3205  2.6146  24.9975
H  -11.0077  4.3176  23.1812
H  -12.4806  4.6418  24.0215
H  -12.9936  1.8596  25.0408
H  -13.6417  1.1085  23.5239
H  -14.2337  2.6683  24.1034
H  -11.0088  1.1839  23.3346
H  -10.4922  2.4382  22.1349
H  -12.3783  0.1439  21.6859
H  -11.2599  0.8316  20.5994
H  -14.0840  1.7419  21.1674
H  -13.1161  2.3153  19.8131
H  -13.8830  3.7651  22.0397
H  -12.2571  4.0028  21.3889
C  -10.3344  3.8061  30.7051
F  -9.8038  4.9523  31.1258
F  -11.6546  3.8486  30.3752
F  -9.7828  3.5151  29.4998
S  -9.9748  2.3469  31.9030
O  -10.3362  1.1299  31.1630
O  -8.5367  2.4703  32.0915
O  -10.8485  2.5873  33.0554
C  -2.8294  6.6616  29.6747
F  -3.2324  5.3900  29.6756
F  -1.9576  6.8500  30.6310
F  -2.1991  6.9294  28.4957
S  -4.3116  7.8282  29.7959
O  -5.3199  7.2890  28.8664
O  -4.7883  7.6822  31.1628
O  -3.8734  9.1631  29.4299
C  -9.2050  6.9281  29.1500
F  -8.1514  6.7539  28.3597
F  -9.9565  5.8412  29.0031
F  -8.9443  7.0887  30.4323
S  -10.1355  8.4801  28.4888
O  -11.4891  8.3817  29.0141
O  -9.4676  9.6818  29.0314
O  -10.0616  8.2500  27.0595

## Properties
LUMO level: -7.64 eV
Maximum force: 3.0 eV/Å
DFT total energy: -149011.9201 eV
Total charge: +4
Frontier orbital gap: 0.20122 hartree
Energy above the lowest of the compared OMol25 structures with the same formula, charge and spin: 0.0 kJ/mol

Here are the Mulliken charges for atoms 1 to 5, given in e: C -1.31; C -0.35; C -0.04; N 0.79; C -1.15